Entry 1:
A 2-piece molecular cluster, C21H31Cl4N3O10P overall, computed with wB97M-V/def2-TZVPD.

Summary:
Lowest unoccupied orbital energy (eV): -4.82
Net charge: +1

Atoms and positions in Å:
C1 3.33 -5.20 1.73
C2 3.68 -4.85 0.24
O1 2.55 -4.38 -0.53
P1 2.14 -2.80 -0.19
O2 1.34 -2.81 1.07
C3 1.09 -2.27 -1.65
C4 0.05 -1.15 -1.27
C5 0.15 0.10 -2.25
C6 0.18 1.38 -1.33
N1 1.32 1.61 -0.68
N2 1.35 2.66 0.10
C7 2.66 2.91 0.79
C8 3.62 3.64 -0.21
O3 3.14 4.09 -1.20
O4 4.96 3.72 0.12
C9 5.81 3.05 -0.80
C10 6.97 2.13 -0.27
O5 5.72 3.16 -1.98
C11 0.37 3.55 0.39
O6 0.50 4.62 1.24
N3 0.34 4.24 2.62
O7 -0.73 4.43 2.99
C12 -0.94 3.37 -0.29
Cl1 -2.28 4.50 0.01
C13 -1.07 2.22 -1.21
C14 -2.38 1.94 -1.98
C15 -3.62 1.63 -1.06
O8 -3.59 0.27 -0.60
C16 -4.91 -0.11 -0.24
O9 -5.74 -0.44 -1.03
C17 -5.24 -0.11 1.30
C18 -6.80 -0.40 1.45
O10 3.44 -1.76 -0.17
C19 4.04 -1.63 1.14
C20 3.29 -0.63 2.11
H1 3.09 -4.29 2.34
H2 4.23 -5.69 2.20
H3 2.48 -5.93 1.80
H4 4.56 -4.16 0.20
H5 4.02 -5.81 -0.24
H6 1.75 -2.02 -2.52
H7 0.50 -3.19 -1.91
H8 0.13 -0.83 -0.20
H9 -0.98 -1.58 -1.40
H10 -0.63 0.15 -3.03
H11 1.17 0.08 -2.74
H12 2.54 3.40 1.78
H13 3.09 1.89 0.99
H14 7.36 2.46 0.73
H15 7.81 2.14 -1.01
H16 6.60 1.08 -0.17
H17 -2.31 1.14 -2.75
H18 -2.64 2.89 -2.53
H19 -3.76 2.38 -0.23
H20 -4.53 1.72 -1.72
H21 -4.62 -0.93 1.75
H22 -4.96 0.89 1.73
H23 -7.04 -1.38 0.96
H24 -7.14 -0.35 2.52
H25 -7.33 0.40 0.87
H26 4.20 -2.59 1.68
H27 5.06 -1.20 0.96
H28 2.34 -0.21 1.70
H29 4.00 0.19 2.39
H30 3.09 -1.18 3.08
C21 -9.28 -2.02 -1.19
Cl2 -9.65 -0.40 -0.60
Cl3 -8.76 -3.08 0.14
Cl4 -10.67 -2.71 -2.02
H31 -8.46 -1.95 -1.90

Entry 2:
A 2-piece molecular cluster, C21H31N2O2 overall, computed with wB97M-V/def2-TZVPD.

Summary:
Lowest unoccupied orbital energy (eV): -4.69
Net charge: +1
ΔE to the lowest compared entry with this formula, charge and spin (kcal/mol): 93.01

Atoms and positions in Å:
C1 1.92 0.99 2.13
O1 0.83 1.52 1.36
C2 1.21 1.80 0.09
O2 2.30 1.52 -0.36
C3 0.14 2.54 -0.69
C4 0.43 4.05 -0.55
C5 0.89 4.53 -1.92
C6 0.55 3.40 -2.91
N1 0.28 2.24 -2.10
C7 0.19 1.00 -2.65
C8 0.25 -0.17 -1.93
C9 0.86 -1.39 -2.54
C10 0.77 -1.53 -4.09
C11 -0.02 -0.42 -4.78
C12 0.28 0.95 -4.17
H1 1.54 0.84 3.14
H2 2.26 0.04 1.70
H3 2.74 1.72 2.11
H4 -0.84 2.22 -0.29
H5 -0.47 4.58 -0.23
H6 1.20 4.24 0.21
H7 0.40 5.46 -2.20
H8 1.97 4.68 -1.96
H9 -0.32 3.66 -3.54
H10 1.40 3.23 -3.58
H11 -0.02 -0.22 -0.87
H12 1.94 -1.38 -2.30
H13 0.44 -2.28 -2.05
H14 1.80 -1.54 -4.49
H15 0.36 -2.51 -4.33
H16 0.20 -0.40 -5.86
H17 -1.10 -0.63 -4.71
H18 -0.36 1.71 -4.63
H19 1.31 1.22 -4.46
C13 -3.70 -1.05 1.57
N2 -2.51 -1.88 1.69
C14 -2.79 -3.20 2.24
C15 -1.31 -1.32 1.73
C16 -0.31 -1.70 2.71
C17 0.62 -2.73 2.48
C18 1.40 -3.20 3.53
C19 1.24 -2.68 4.82
C20 0.38 -1.60 5.04
C21 -0.35 -1.07 3.99
H20 -4.50 -1.67 1.16
H21 -4.04 -0.70 2.56
H22 -3.51 -0.17 0.93
H23 -3.84 -3.38 2.01
H24 -2.16 -3.98 1.79
H25 -2.67 -3.22 3.34
H26 -1.19 -0.40 1.16
H27 0.69 -3.16 1.48
H28 2.12 -4.00 3.36
H29 1.79 -3.13 5.66
H30 0.29 -1.19 6.05
H31 -0.99 -0.20 4.13

Entry 3:
One molecule with the formula C21H31N3O3, computed with wB97M-V/def2-TZVPD.

Summary:
Lowest unoccupied orbital energy (eV): 0.75
Net charge: 0
SMILES: CCCCN(CC)Cc1ccc(CNC(=O)Nc2ccc(OCC)cc2)o1
ΔE to the lowest compared entry with this formula, charge and spin (kcal/mol): 55.70

Atoms and positions in Å:
C1 2.93 0.98 0.51
C2 2.16 1.18 -0.79
C3 0.71 1.62 -0.59
C4 0.60 3.04 -0.02
N1 -0.72 3.53 0.29
C5 -1.24 3.30 1.62
C6 -1.36 1.85 2.09
H1 -0.38 1.40 2.21
H2 -1.93 1.26 1.37
H3 -1.87 1.82 3.04
H4 -0.58 3.83 2.32
H5 -2.22 3.78 1.66
C7 -1.67 3.63 -0.79
C8 -2.46 2.40 -1.14
C9 -3.58 1.85 -0.59
C10 -3.86 0.68 -1.34
C11 -2.90 0.59 -2.29
O1 -2.04 1.64 -2.17
C12 -2.58 -0.44 -3.32
N2 -1.70 -1.45 -2.76
C13 -2.03 -2.76 -2.73
O2 -2.95 -3.24 -3.36
N3 -1.19 -3.55 -1.97
C14 -0.35 -3.15 -0.92
C15 -0.73 -2.15 -0.03
C16 0.11 -1.79 1.01
C17 1.34 -2.42 1.19
C18 1.70 -3.45 0.32
C19 0.86 -3.81 -0.72
H6 1.14 -4.61 -1.38
H7 2.63 -3.98 0.44
O3 2.09 -1.97 2.23
C20 3.37 -2.53 2.45
C21 4.01 -1.79 3.61
H8 4.99 -2.20 3.82
H9 3.39 -1.89 4.50
H10 4.10 -0.74 3.37
H11 3.99 -2.42 1.55
H12 3.27 -3.60 2.69
H13 -0.18 -1.02 1.71
H14 -1.69 -1.66 -0.13
H15 -1.26 -4.54 -2.16
H16 -0.90 -1.12 -2.25
H17 -3.48 -0.96 -3.66
H18 -2.09 0.04 -4.18
H19 -4.67 -0.01 -1.19
H20 -4.15 2.23 0.23
H21 -2.38 4.42 -0.53
H22 -1.12 3.94 -1.68
H23 1.05 3.73 -0.74
H24 1.18 3.10 0.91
H25 0.21 1.59 -1.56
H26 0.21 0.90 0.07
H27 2.16 0.23 -1.34
H28 2.68 1.91 -1.41
H29 2.40 0.29 1.17
H30 3.92 0.58 0.31
H31 3.06 1.93 1.04

Entry 4:
One molecule with the formula C21H31N3O5S, computed with wB97M-V/def2-TZVPD.

Summary:
Lowest unoccupied orbital energy (eV): 0.55
Net charge: 0
SMILES: CC(C)CN(CC(C)C)C(=O)Cn1c(=O)oc2cc(S(=O)(=O)N3CCCC3)ccc21
ΔE to the lowest compared entry with this formula, charge and spin (kcal/mol): 19.66

Atoms and positions in Å:
C1 0.92 0.62 5.17
H1 1.20 0.59 6.22
H2 1.79 0.92 4.59
H3 0.14 1.37 5.05
C2 0.40 -0.74 4.72
C3 -0.86 -1.10 5.49
H4 -1.65 -0.39 5.26
H5 -0.67 -1.08 6.56
H6 -1.21 -2.10 5.23
H7 1.17 -1.50 4.92
C4 0.08 -0.74 3.21
N1 1.25 -0.67 2.35
C5 1.56 0.36 1.55
O1 2.42 0.29 0.69
C6 0.81 1.69 1.73
N2 -0.38 1.74 0.92
C7 -0.44 1.78 -0.45
C8 0.53 1.71 -1.44
C9 0.09 1.80 -2.75
C10 -1.26 1.95 -3.05
C11 -2.24 2.01 -2.07
C12 -1.80 1.92 -0.77
O2 -2.53 1.95 0.39
C13 -1.66 1.84 1.43
O3 -1.96 1.83 2.59
H8 -3.28 2.12 -2.34
S1 -1.80 2.05 -4.75
O4 -0.64 2.01 -5.60
O5 -2.70 3.16 -4.89
N3 -2.71 0.64 -4.83
C14 -1.91 -0.53 -5.13
H9 -0.91 -0.40 -4.70
H10 -2.39 -1.40 -4.69
C15 -1.90 -0.60 -6.66
H11 -1.70 -1.61 -7.02
H12 -1.13 0.07 -7.04
C16 -3.29 -0.09 -7.05
H13 -3.96 -0.92 -7.29
H14 -3.24 0.57 -7.92
C17 -3.79 0.66 -5.80
H15 -4.06 1.70 -6.00
H16 -4.66 0.15 -5.36
H17 0.78 1.77 -3.57
H18 1.57 1.58 -1.19
H19 1.50 2.48 1.40
H20 0.52 1.88 2.76
C18 1.97 -1.92 2.12
H21 1.52 -2.69 2.75
H22 1.83 -2.20 1.07
C19 3.48 -1.87 2.40
C20 3.79 -1.61 3.86
H23 4.87 -1.57 4.01
H24 3.38 -0.65 4.18
H25 3.39 -2.40 4.49
C21 4.10 -3.19 1.96
H26 3.68 -4.02 2.52
H27 3.93 -3.37 0.90
H28 5.17 -3.18 2.13
H29 3.90 -1.07 1.79
H30 -0.60 0.08 3.01
H31 -0.45 -1.67 2.97

Entry 5:
One molecule with the formula C21H31N3OS, computed with wB97M-V/def2-TZVPD.

Summary:
Lowest unoccupied orbital energy (eV): 0.69
Net charge: 0
SMILES: Cc1ccc(CN2CCN(Cc3nc(C(C)C)cs3)C[C@H]2CCO)cc1
ΔE to the lowest compared entry with this formula, charge and spin (kcal/mol): 43.91

Atoms and positions in Å:
C1 -4.96 -3.35 2.44
C2 -4.33 -2.15 1.79
C3 -5.08 -1.29 1.00
C4 -4.50 -0.17 0.42
C5 -3.16 0.11 0.62
C6 -2.41 -0.75 1.42
C7 -2.99 -1.86 1.99
H1 -2.39 -2.52 2.60
H2 -1.36 -0.53 1.57
C8 -2.51 1.32 0.01
N1 -1.19 0.99 -0.50
C9 -1.24 0.18 -1.70
C10 0.15 -0.37 -2.00
N2 1.08 0.73 -2.13
C11 1.12 1.49 -0.90
H3 1.86 2.29 -1.00
C12 -0.26 2.09 -0.62
C13 -0.62 3.14 -1.70
H4 -1.71 3.21 -1.79
H5 -0.21 2.82 -2.66
C14 -0.06 4.52 -1.34
O1 -0.57 5.02 -0.13
H6 -1.54 5.04 -0.19
H7 -0.28 5.22 -2.16
H8 1.02 4.47 -1.20
H9 -0.23 2.60 0.35
H10 1.42 0.86 -0.05
C15 2.39 0.31 -2.61
C16 3.02 -0.74 -1.76
N3 3.30 -0.61 -0.51
C17 3.78 -1.76 0.05
C18 3.88 -2.80 -0.82
S1 3.34 -2.35 -2.39
H11 4.23 -3.80 -0.63
C19 4.13 -1.78 1.50
C20 5.21 -0.73 1.79
H12 4.85 0.25 1.50
H13 5.45 -0.72 2.85
H14 6.11 -0.95 1.22
C21 2.87 -1.49 2.33
H15 2.47 -0.52 2.06
H16 3.10 -1.51 3.39
H17 2.11 -2.25 2.13
H18 4.51 -2.77 1.75
H19 2.28 -0.07 -3.62
H20 3.03 1.20 -2.63
H21 0.13 -0.94 -2.93
H22 0.44 -1.05 -1.18
H23 -1.93 -0.65 -1.52
H24 -1.61 0.75 -2.57
H25 -2.38 2.08 0.79
H26 -3.17 1.74 -0.76
H27 -5.10 0.48 -0.20
H28 -6.13 -1.49 0.83
H29 -5.01 -3.21 3.52
H30 -4.36 -4.24 2.24
H31 -5.96 -3.52 2.06

Entry 6:
One molecule with the formula C21H31N5O3, computed with wB97M-V/def2-TZVPD.

Summary:
Lowest unoccupied orbital energy (eV): 0.63
Net charge: 0
SMILES: CCCCC(=O)Nc1ccc2c(c1)nc(CN1CCN(C(=O)OCC)CC1)n2C
ΔE to the lowest compared entry with this formula, charge and spin (kcal/mol): 5.69

Atoms and positions in Å:
C1 2.78 1.00 10.04
C2 1.96 -0.03 9.28
C3 1.65 0.43 7.86
C4 0.84 -0.59 7.08
C5 0.53 -0.11 5.67
O1 0.88 0.97 5.24
N1 -0.18 -1.03 4.96
C6 -0.65 -0.97 3.64
C7 -0.43 0.13 2.82
C8 -0.94 0.08 1.53
N2 -0.88 1.00 0.52
C9 -1.51 0.47 -0.49
N3 -1.99 -0.78 -0.23
C10 -1.65 -1.06 1.07
C11 -1.86 -2.16 1.89
C12 -1.35 -2.09 3.17
H1 -1.50 -2.93 3.84
H2 -2.40 -3.03 1.55
C13 -2.73 -1.63 -1.12
H3 -2.41 -2.67 -0.97
H4 -2.52 -1.33 -2.14
H5 -3.80 -1.57 -0.92
C14 -1.70 1.16 -1.80
N4 -1.19 0.35 -2.90
C15 0.24 0.13 -2.80
C16 0.69 -0.84 -3.88
N5 0.32 -0.33 -5.19
C17 1.27 0.09 -6.04
O2 2.46 -0.07 -5.87
O3 0.74 0.67 -7.15
C18 1.68 1.13 -8.12
C19 2.25 2.49 -7.75
H6 2.91 2.84 -8.54
H7 1.45 3.21 -7.61
H8 2.82 2.41 -6.82
H9 1.12 1.18 -9.05
H10 2.49 0.40 -8.20
C20 -1.09 -0.04 -5.30
H11 -1.29 0.39 -6.28
C21 -1.51 0.93 -4.19
H12 -2.59 1.10 -4.25
H13 -1.00 1.90 -4.34
H14 -1.65 -0.97 -5.19
H15 1.77 -0.98 -3.87
H16 0.20 -1.81 -3.73
H17 0.47 -0.28 -1.81
H18 0.80 1.08 -2.91
H19 -1.20 2.14 -1.73
H20 -2.77 1.32 -1.97
H21 0.11 0.99 3.17
H22 -0.41 -1.89 5.44
H23 -0.11 -0.79 7.60
H24 1.39 -1.54 7.02
H25 1.10 1.37 7.89
H26 2.58 0.62 7.32
H27 1.02 -0.21 9.81
H28 2.51 -0.97 9.24
H29 2.24 1.95 10.10
H30 2.98 0.66 11.05
H31 3.72 1.18 9.54

Entry 7:
C21H31N6RbS2Si as an isolated structure, computed with wB97M-V/def2-TZVPD.

Summary:
Lowest unoccupied orbital energy (eV): 4.04
Net charge: -2
ΔE to the lowest compared entry with this formula, charge and spin (kcal/mol): 29.69

Atoms and positions in Å:
Rb1 1.83 0.33 1.96
C1 -2.17 0.82 2.75
N1 -1.99 -0.11 1.65
C2 -1.94 0.59 0.38
C3 -1.82 -0.35 -0.83
N2 -0.65 -0.10 -1.66
C4 -0.69 1.24 -2.24
C5 -0.35 -1.14 -2.59
C6 -1.28 -2.16 -2.83
C7 -1.03 -3.23 -3.67
C8 0.20 -3.31 -4.31
C9 1.13 -2.31 -4.11
C10 0.90 -1.21 -3.26
S1 2.21 -0.04 -3.10
C11 -2.89 -1.21 1.76
C12 -4.05 -1.29 1.00
C13 -4.93 -2.37 1.11
C14 -4.64 -3.37 2.03
C15 -3.50 -3.30 2.80
C16 -2.58 -2.23 2.71
S2 -1.15 -2.23 3.70
H1 -3.12 1.38 2.66
H2 -1.35 1.55 2.76
H3 -2.17 0.27 3.69
H4 -1.06 1.23 0.44
H5 -2.82 1.25 0.25
H6 -2.73 -0.25 -1.45
H7 -1.77 -1.37 -0.46
H8 -1.65 1.41 -2.77
H9 0.13 1.37 -2.94
H10 -0.59 1.99 -1.46
H11 -2.25 -2.13 -2.34
H12 -1.78 -3.99 -3.81
H13 0.42 -4.14 -4.98
H14 2.10 -2.36 -4.59
H15 -4.28 -0.50 0.29
H16 -5.83 -2.40 0.51
H17 -5.32 -4.21 2.14
H18 -3.27 -4.09 3.51
N3 3.46 -2.62 -0.45
C17 4.69 -2.28 -0.89
N4 4.90 -2.42 -2.23
N5 5.68 -1.89 -0.13
C18 5.39 -1.52 1.09
N6 5.15 -1.18 2.18
H19 2.66 -2.30 -1.02
H20 3.31 -2.48 0.54
H21 4.06 -2.36 -2.79
H22 5.69 -1.90 -2.58
C19 0.51 4.44 0.48
Si1 1.78 3.88 1.84
C20 3.32 4.89 1.24
C21 1.21 5.05 3.29
H23 0.48 5.53 0.35
H24 -0.51 4.10 0.73
H25 0.76 3.99 -0.48
H26 3.10 5.95 1.08
H27 3.70 4.48 0.30
H28 4.13 4.83 1.97
H29 1.05 6.09 2.97
H30 1.95 5.05 4.09
H31 0.27 4.69 3.72

Entry 8:
C21H31O3Tc as an isolated structure, computed with wB97M-V/def2-TZVPD.

Summary:
Lowest unoccupied orbital energy (alpha / beta) (eV): -3.61 / -5.10
2S+1: 4
Net charge: +1
ΔE to the lowest compared entry with this formula, charge and spin (kcal/mol): 2.92

Atoms and positions in Å:
O1 -2.34 2.66 2.11
C1 -3.76 2.56 1.82
C2 -4.17 3.87 2.42
H1 -4.23 1.67 2.28
H2 -3.94 2.51 0.73
C3 -2.65 3.97 2.72
H3 -4.83 3.83 3.29
H4 -4.53 4.62 1.71
C4 -2.26 4.05 4.19
H5 -2.70 3.23 4.78
H6 -2.55 5.02 4.64
H7 -1.16 3.97 4.27
C5 -2.00 5.12 1.98
H8 -2.28 5.09 0.91
H9 -0.91 5.05 2.07
H10 -2.32 6.09 2.41
Tc1 2.30 -2.02 -1.23
C6 3.05 -1.73 -3.19
C7 2.00 -2.47 -3.87
C8 0.79 -1.74 -3.75
H11 2.15 -3.36 -4.47
C9 1.02 -0.57 -2.98
C10 2.43 -0.51 -2.67
H12 2.97 0.38 -2.35
H13 4.11 -1.89 -3.31
H14 -0.15 -2.01 -4.22
H15 0.29 0.20 -2.75
C11 4.19 -2.75 -0.56
C12 4.21 -1.32 -0.72
C13 3.26 -0.74 0.19
H16 4.87 -0.78 -1.39
C14 2.67 -1.82 0.93
C15 3.25 -3.04 0.49
H17 3.07 -4.02 0.91
H18 4.81 -3.46 -1.08
H19 3.05 0.31 0.32
H20 1.92 -1.71 1.72
O2 -0.40 -1.02 0.49
C16 -0.05 0.36 0.21
C17 -1.32 1.08 -0.22
H21 0.73 0.42 -0.57
H22 0.39 0.76 1.13
C18 -2.41 0.08 0.24
H23 -1.31 1.15 -1.33
H24 -1.44 2.06 0.25
C19 -1.73 -1.24 -0.06
H25 -3.39 0.23 -0.22
H26 -2.50 0.18 1.34
H27 -1.65 -1.38 -1.16
H28 -2.15 -2.13 0.40
C20 1.57 -5.13 -1.62
C21 1.00 -3.78 -1.21
O3 -0.16 -3.58 -0.88
H29 2.18 -5.01 -2.53
H30 0.75 -5.84 -1.79
H31 2.24 -5.50 -0.82

F_max for every record listed, in sequence, given in hartree/bohr: 0.0688 0.0487 0.0168 0.0216 0.0221 0.0189 0.0257 0.0777.